A 2-piece molecular cluster, C2H8OS2 overall. Source: the OMol25 dataset; level of theory: ωB97M-V with the def2-TZVPD basis set.

Bonds (Å) are listed after each position.
Atoms and positions in Å:
1 S 0.0000 0.0000 0.0000  C2 1.906, H5 1.350
2 C -0.0218 0.0678 1.9048  S1 1.906, C3 1.531, H6 1.107, H7 1.107
3 C 1.2229 -0.4721 2.6145  C2 1.531, S4 1.769, H8 1.107, H9 1.107
4 S 2.6492 0.5633 2.4625  C3 1.769, H10 1.350
5 H -0.5519 -1.2274 0.1064  S1 1.350
6 H -0.0805 1.0962 2.3104  C2 1.107
7 H -0.9403 -0.4681 2.2123  C2 1.107
8 H 1.1168 -0.5614 3.7127  C3 1.107
9 H 1.3115 -1.4951 2.2006  C3 1.107
10 H 3.5154 -0.2979 3.0374  S4 1.350
11 O 2.3800 -2.3711 5.0346  H12 0.984, H13 0.984
12 H 2.6126 -2.8088 5.8846  O11 0.984
13 H 2.1477 -1.4486 5.2861  O11 0.984

Calculated values
- max |F| (eV/A) = 2.3
- spin multiplicity = 1
- frontier orbital gap (eV) = 9.49
- energy above the lowest of the compared OMol25 structures with the same formula, charge and spin (eV) = 0.920

Löwdin population analysis, charges in e, atoms 1 to 2: 0.64 -0.60